Below is 7 unconnected molecules or ions with the total composition C30H74FN15O15S in a non-equilibrium geometry, with properties calculated with ωB97M-V/def2-TZVPD.

Geometry (Å):
1 C 3.728 -3.435 2.787
2 O 3.863 -2.065 3.047
3 C 4.047 -1.732 4.400
4 C 2.755 -1.262 5.082
5 C 1.741 -0.736 4.075
6 C 0.521 -0.180 4.789
7 C 0.605 1.331 5.054
8 C -0.118 2.108 3.933
9 C 0.312 3.555 3.912
10 C 1.748 3.703 3.453
11 C 1.849 3.744 1.902
12 C 2.842 2.714 1.320
13 C 2.368 2.099 -0.028
14 C 2.204 3.292 -0.974
15 N 2.244 2.960 -2.398
16 O 1.149 1.413 0.212
17 C 0.542 1.056 -1.014
18 O -0.293 2.095 -1.484
19 C -0.374 -0.193 -0.857
20 C -0.581 -0.756 -2.253
21 C 0.666 -1.434 -2.832
22 O 1.739 -1.545 -1.890
23 C 1.269 -0.811 -4.117
24 N 0.762 0.466 -4.597
25 O -1.575 0.278 -0.269
26 C -2.695 -0.592 -0.349
27 C -2.464 -2.023 0.114
28 O -3.080 -2.870 -0.885
29 N -2.688 -4.205 -0.700
30 O -2.154 -4.610 -1.652
31 C -3.823 0.048 0.438
32 C -4.397 1.273 -0.238
33 C -3.541 2.522 -0.052
34 F -4.633 1.038 -1.581
35 S 3.786 1.022 -0.463
36 C 3.776 0.367 -2.118
37 O 3.880 -0.040 0.492
38 O 4.941 1.886 -0.379
39 H 2.694 -3.719 2.583
40 H 4.303 -3.659 1.895
41 H 4.113 -4.068 3.579
42 H 4.484 -2.536 4.985
43 H 4.755 -0.910 4.429
44 H 2.965 -0.469 5.789
45 H 2.320 -2.125 5.571
46 H 1.458 -1.583 3.472
47 H 2.216 -0.024 3.407
48 H -0.341 -0.322 4.164
49 H 0.401 -0.669 5.746
50 H 0.038 1.508 5.957
51 H 1.632 1.658 5.140
52 H -1.178 2.078 4.160
53 H 0.006 1.604 2.981
54 H -0.353 4.138 3.285
55 H 0.179 3.934 4.921
56 H 2.078 4.664 3.817
57 H 2.331 2.901 3.875
58 H 2.209 4.726 1.644
59 H 0.875 3.578 1.473
60 H 2.983 1.908 2.028
61 H 3.750 3.249 1.123
62 H 1.270 3.778 -0.737
63 H 2.977 4.017 -0.770
64 H 2.838 3.617 -2.888
65 H 1.309 3.043 -2.770
66 H 1.265 0.898 -1.799
67 H -0.495 2.632 -0.707
68 H 0.113 -0.880 -0.176
69 H -0.955 0.063 -2.854
70 H -1.368 -1.496 -2.269
71 H 0.403 -2.457 -3.074
72 H 1.559 -2.270 -1.281
73 H 2.331 -0.702 -3.959
74 H 1.174 -1.529 -4.918
75 H 0.831 1.205 -3.913
76 H -0.200 0.348 -4.871
77 H -3.058 -0.632 -1.373
78 H -1.439 -2.300 0.286
79 H -2.992 -2.225 1.035
80 H -3.558 0.245 1.464
81 H -4.613 -0.700 0.452
82 H -5.353 1.471 0.231
83 H -4.126 3.329 0.359
84 H -3.128 2.767 -1.024
85 H -2.700 2.318 0.589
86 H 3.846 -0.703 -2.030
87 H 2.948 0.679 -2.725
88 H 4.682 0.711 -2.589
89 N -4.132 -6.670 3.704
90 C -3.419 -6.130 2.663
91 N -3.648 -6.717 1.453
92 O -2.643 -5.202 2.813
93 H -4.777 -7.430 3.600
94 H -3.994 -6.271 4.613
95 H -3.147 -6.351 0.665
96 H -4.282 -7.483 1.313
97 N -2.615 -11.993 1.539
98 C -3.274 -10.799 1.641
99 N -3.075 -10.112 2.806
100 O -3.993 -10.368 0.755
101 H -2.020 -12.362 2.254
102 H -2.744 -12.515 0.693
103 H -3.552 -9.237 2.898
104 H -2.493 -10.430 3.556
105 N -7.868 -2.559 -3.068
106 C -6.836 -2.281 -2.207
107 N -5.585 -2.374 -2.747
108 O -7.026 -1.974 -1.044
109 H -7.737 -2.813 -4.028
110 H -8.798 -2.499 -2.701
111 H -4.810 -2.178 -2.139
112 H -5.406 -2.625 -3.700
113 N 5.963 4.676 -4.341
114 C 5.170 5.146 -3.348
115 N 5.819 5.594 -2.231
116 O 3.944 5.170 -3.437
117 H 6.961 4.650 -4.289
118 H 5.519 4.347 -5.177
119 H 5.255 5.945 -1.481
120 H 6.815 5.583 -2.128
121 N 6.607 4.720 -9.113
122 C 7.324 4.963 -7.977
123 N 8.631 5.313 -8.172
124 O 6.831 4.875 -6.863
125 H 6.988 4.786 -10.036
126 H 5.644 4.462 -9.001
127 H 9.183 5.499 -7.357
128 H 9.055 5.392 -9.076
129 N -6.494 4.762 3.669
130 C -6.625 4.436 2.347
131 N -7.893 4.532 1.843
132 O -5.678 4.082 1.667
133 H -7.257 5.054 4.248
134 H -5.576 4.700 4.067
135 H -8.019 4.297 0.876
136 H -8.686 4.819 2.382

Atomic forces in eV per Å
C -0.07 -0.07 -0.55
O 0.35 -0.38 0.28
C -0.17 0.99 0.38
C 0.14 -0.22 -0.84
C 0.04 -0.46 0.45
C 0.69 0.88 -0.09
C -0.97 -0.54 -0.85
C 0.07 -0.15 0.68
C -0.13 -0.29 0.03
C -0.70 0.73 -0.91
C 0.58 -0.78 0.62
C -1.05 -0.11 -0.10
C -0.06 1.42 1.09
C 0.29 -0.24 -1.05
N -0.12 0.00 -0.01
O 0.53 -0.44 -0.94
C -1.58 -0.44 0.44
O 0.39 0.49 -0.03
C 0.38 0.85 -0.07
C -0.02 -0.25 0.16
C 0.31 -0.33 -0.12
O -0.02 -0.06 0.23
C -0.12 0.49 0.13
N 0.08 -0.50 -0.24
O 0.11 -0.63 0.23
C -0.07 0.62 0.32
C -0.95 -0.27 0.54
O 0.46 0.39 -0.65
N 0.25 -0.10 0.49
O -0.17 -0.31 -0.41
C -0.45 -0.79 -1.00
C 0.28 0.85 1.48
C 0.06 -0.29 -0.60
F -0.03 -0.26 -0.46
S 1.67 0.15 0.44
C 0.31 -0.20 -0.08
O -1.17 -1.09 0.15
O 0.03 1.02 -0.75
H -0.22 0.03 0.12
H 0.10 -0.06 -0.26
H 0.08 -0.06 0.36
H 0.18 -0.37 -0.10
H 0.25 0.18 -0.19
H 0.19 -0.03 0.49
H -0.32 -0.01 0.50
H -0.18 -0.20 -0.46
H -0.05 0.29 -0.19
H -0.69 -0.38 -0.05
H -0.24 -0.50 0.11
H 0.25 0.45 0.54
H 0.22 0.02 0.37
H -0.37 -0.18 -0.07
H 0.25 0.02 -0.40
H -0.11 0.23 -0.23
H 0.09 0.19 0.29
H 0.59 0.15 0.32
H 0.50 -0.05 0.08
H -0.21 0.42 -0.39
H -0.49 0.08 -0.11
H 0.27 -0.22 0.16
H 0.68 -0.28 0.09
H -0.24 0.16 0.34
H 0.42 0.06 0.11
H 0.06 0.13 -0.09
H -0.06 0.08 -0.10
H 0.28 -0.23 0.10
H -0.40 -0.16 -0.08
H 0.19 -0.29 0.11
H 0.07 0.23 -0.29
H -0.27 -0.22 0.20
H -0.26 -0.25 -0.22
H 0.00 0.11 -0.01
H 0.26 -0.13 0.10
H -0.15 -0.19 -0.34
H -0.03 0.07 0.10
H -0.21 0.34 -0.04
H 0.13 -0.10 -0.32
H 0.59 -0.02 -0.30
H -0.05 0.09 0.50
H 0.24 0.25 0.34
H -0.23 -0.20 0.09
H -0.44 -0.04 -0.10
H -0.04 0.27 -0.09
H 0.06 0.30 -0.18
H 0.26 -0.05 0.35
H -0.23 -0.31 0.15
H -0.18 0.18 0.11
H 0.34 0.48 0.04
N 0.10 -0.11 0.19
C 0.01 0.06 -0.29
N 0.03 -0.03 0.04
O -0.09 -0.10 0.09
H -0.14 0.11 -0.05
H 0.00 0.03 0.00
H -0.01 0.03 0.00
H 0.03 -0.02 -0.07
N -0.04 0.02 -0.03
C 0.02 0.03 0.01
N -0.05 -0.10 0.05
O -0.02 0.03 0.02
H 0.00 0.03 0.02
H -0.01 0.01 -0.02
H 0.15 0.09 0.04
H 0.03 -0.01 -0.02
N -0.03 -0.01 0.03
C 0.09 0.03 -0.06
N -0.06 0.00 0.07
O -0.02 -0.01 0.00
H 0.04 0.01 -0.01
H -0.01 0.01 0.03
H 0.06 -0.05 0.01
H -0.05 0.01 -0.02
N -0.37 -0.09 0.49
C 0.14 -0.15 -0.02
N -0.11 0.13 -0.02
O 0.10 0.04 0.09
H 0.03 0.07 -0.10
H 0.11 0.13 -0.16
H -0.02 -0.02 0.02
H 0.01 -0.07 -0.02
N -0.02 -0.01 0.04
C -0.03 -0.01 -0.09
N -0.01 -0.01 0.05
O 0.20 -0.05 -0.28
H 0.03 0.01 0.00
H -0.02 0.00 0.01
H 0.00 0.01 0.02
H -0.03 0.00 -0.02
N 0.02 0.00 -0.01
C -0.07 0.00 0.03
N 0.02 0.01 -0.02
O -0.11 0.05 0.10
H -0.03 0.00 -0.02
H 0.02 -0.01 -0.01
H 0.02 -0.02 -0.02
H 0.01 0.00 0.03

Values from the calculation:
Structure (SMILES): COCCCCCCCCCC[C@](CN)(O[C@H](O)[C@H](C[C@H](O)CN)O[C@@H](CON=O)C[C@@H](C)F)S(C)(=O)=O.NC(N)=O.NC(N)=O.NC(N)=O.NC(N)=O.NC(N)=O.NC(N)=O
Gap between HOMO and LUMO in eV: 8.71